(1)
DFT (ωB97M-V/def2-TZVPD) results for an isolated ion of composition C14H21F3N4O3PS2 and charge +1.

Values from the calculation:
DFT total energy: -2427.93687 a.u.
Molecular weight: 445.45 g/mol
Orbital gap: 8.344 eV
E_LUMO: -4.530 eV

ORCA input file:
```
! RIJCOSX wB97M-V def2-TZVPD def2/J DEFGRID3
* xyz 1 1
C -0.23877 3.94776 3.12078
C -0.43514 4.23549 1.63948
C 0.02310 3.15064 0.65644
C -0.99066 2.00693 0.32225
C -2.21201 1.90272 1.26505
C -0.38682 0.63616 0.25118
C -0.65444 -0.22644 -0.84023
C -1.61413 0.24617 -1.90524
N -0.90885 1.00950 -2.95481
C -0.02695 -1.46726 -0.93848
C -0.24922 -2.33526 -2.14321
O 0.96764 -2.29538 -2.88738
C 0.99851 -3.00945 -4.03862
F -0.05977 -3.80318 -4.17287
F 1.04133 -2.20298 -5.08053
F 2.08945 -3.76303 -4.05166
N 0.82044 -1.91613 0.03979
P 1.71790 -3.46833 -0.00734
N 3.21258 -3.14134 -0.02068
O 1.19756 -4.27127 1.25448
O 1.19708 -4.33279 -1.23549
C 1.07357 -1.12013 1.11608
S 2.22270 -1.65028 2.35566
C 0.46790 0.13572 1.23774
N 0.75285 0.90890 2.38832
C 0.18351 0.63232 3.42506
S -0.52810 0.34185 4.75754
H -0.97209 3.27357 3.54573
H 0.77888 3.61755 3.29985
H -0.34696 4.88520 3.66054
H -1.44281 4.56320 1.40807
H 0.20220 5.08735 1.41457
H 1.00032 2.77698 0.93515
H 0.17585 3.68679 -0.27725
H -1.40929 2.28635 -0.62927
H -2.80855 2.80359 1.23870
H -1.94530 1.62890 2.27592
H -2.84759 1.10011 0.89068
H -2.18624 -0.56363 -2.33548
H -2.35405 0.88318 -1.43997
H -1.24995 1.96070 -2.99801
H 0.06576 1.10951 -2.69821
H -0.50597 -3.33958 -1.82072
H -1.05919 -1.99458 -2.76426
H 3.68215 -3.50847 -0.83782
H 0.47392 -3.79787 1.68951
H 1.79317 -5.09155 -1.31366
H 1.39297 -1.56520 3.41049
*
```


(2)
DFT (ωB97M-V/def2-TZVPD) results for a 3-piece molecular cluster, C14H21F4O9PS2 overall.

Values from the calculation:
DFT total energy: -2760.37821 a.u.
SMILES: Cc1cccc(C[PH2](F)COC(F)(F)F)c1.O=S1(=O)OCCO1.O=S1(=O)OCCO1
Molecular weight: 504.41 g/mol
Orbital gap: 9.141 eV
E_LUMO: 0.454 eV

ORCA input file:
```
! RIJCOSX wB97M-V def2-TZVPD def2/J DEFGRID3
* xyz 0 1
C -0.66126 -1.20630 1.28367
C 0.19009 -0.35233 0.37749
C 1.41341 -0.77462 -0.12880
C 2.15395 0.03087 -0.98889
C 1.69588 1.29696 -1.33827
C 0.47672 1.73623 -0.82968
C -0.06969 3.12581 -1.14701
P -0.01689 4.09993 0.41022
F -1.68666 3.88460 0.64432
C 1.86791 4.27888 0.31145
O 2.31982 5.15895 1.36614
C 3.53580 4.85641 1.83660
F 3.52867 3.76465 2.60035
F 4.44076 4.68599 0.87563
F 3.94649 5.86542 2.60103
C -0.27094 0.91642 0.01773
H -0.68745 -0.81574 2.29295
H -0.31439 -2.23455 1.25249
H -1.68149 -1.12781 0.91526
H 1.82369 -1.73426 0.13701
H 3.09265 -0.31853 -1.39751
H 2.27315 1.94110 -1.98766
H -1.09546 2.98487 -1.47090
H 0.49979 3.60810 -1.93733
H -0.19098 5.48842 0.44825
H 0.15041 3.43933 1.63630
H 2.15373 4.64924 -0.67717
H 2.35508 3.31254 0.42587
H -1.22014 1.27185 0.39989
C 2.18636 -4.51616 -4.49932
C 3.33620 -3.54686 -4.32196
O 2.82053 -2.54498 -3.43631
S 1.78225 -3.21102 -2.41154
O 2.46152 -3.50902 -1.20281
O 0.57439 -2.47704 -2.45387
O 1.57808 -4.59109 -3.20494
H 1.44701 -4.13565 -5.20695
H 2.51593 -5.50270 -4.81354
H 3.65239 -3.09243 -5.25650
H 4.19182 -4.02494 -3.84028
C -5.90276 -1.06601 3.22718
C -5.88074 -2.13300 2.15271
O -4.49934 -2.49907 2.04811
S -3.79761 -2.37848 3.48428
O -3.76213 -3.65635 4.09539
O -2.63154 -1.58686 3.33838
O -4.94399 -1.51195 4.19422
H -5.57695 -0.09915 2.83842
H -6.87893 -0.96019 3.69235
H -6.24591 -1.77354 1.19498
H -6.44926 -3.01592 2.45256
*
```